# 1
{"formula": "C2H3NOS", "method": "wB97M-V/def2-TZVPD", "elements": ["C", "C", "N", "O", "S", "H", "H", "H"], "positions_angstrom": [[-0.507120, 0.767862, 1.196827], [-0.339843, 0.367695, -0.050577], [0.691085, -0.495697, -0.335737], [1.681256, -2.246109, -1.770764], [0.639210, -1.250268, -1.673473], [-1.385725, 1.441209, 1.513836], [0.255690, 0.586884, 1.999731], [-1.034554, 0.828426, -0.879844]], "atomic_forces_ev_per_a": [[-0.73, 1.72, 2.11], [-1.76, 1.76, -1.24], [0.33, -0.98, -1.19], [-0.05, 0.08, -0.30], [0.36, 0.16, 0.91], [1.53, -1.13, -0.77], [-0.94, -0.27, -0.95], [1.25, -1.34, 1.44]], "nbo_charge": [-0.367, -0.097, -0.720, -0.846, 1.416, 0.209, 0.217, 0.189], "charge": 0, "relative_energy_kcal_mol": 43.2, "orbital_gap_ha": [0.313, 0.313], "total_energy_ha": -606.11858, "lumo_ev": [-0.98, -0.98]}

# 2
{"formula": "C3CdLiO6", "method": "wB97M-V/def2-TZVPD", "elements": ["C", "O", "C", "O", "O", "Cd", "Li", "O", "O", "O", "C"], "positions_angstrom": [[0.679514, -0.250964, -0.283224], [0.400498, 0.022727, -1.475210], [1.808553, -1.314404, -0.002271], [2.021909, -1.507159, 1.228820], [2.374744, -1.838845, -0.960266], [-1.188225, 0.443869, -2.510429], [0.953360, -0.418998, 2.309550], [0.078080, 0.196286, 0.723397], [-2.196657, 1.469946, -0.819203], [-2.645829, 1.677003, 1.438158], [-2.285947, 1.520539, 0.350676]], "atomic_forces_ev_per_a": [[0.14, -0.74, 0.79], [2.16, -0.40, 0.95], [1.09, -0.51, -1.05], [-0.42, 0.40, 0.93], [-0.75, 0.56, 0.54], [-1.55, -0.04, -2.61], [0.26, -0.37, -0.78], [-0.39, 0.50, 0.07], [-0.05, 0.46, 1.49], [0.99, -0.37, -0.35], [-1.46, 0.51, 0.03]], "nbo_charge": [0.713, -0.903, 0.649, -0.870, -0.634, 0.936, 0.960, -0.840, -0.647, -0.463, 1.099], "charge": 0, "relative_energy_kcal_mol": 0.0, "orbital_gap_ha": [0.284, 0.260], "multiplicity": 2, "total_energy_ha": -741.09929, "lumo_ev": [-0.43, -1.59]}

# 3
{"formula": "C8H19ClNPS", "method": "wB97M-V/def2-TZVPD", "elements": ["C", "C", "C", "C", "C", "C", "C", "C", "N", "P", "S", "Cl", "H", "H", "H", "H", "H", "H", "H", "H", "H", "H", "H", "H", "H", "H", "H", "H", "H", "H", "H"], "positions_angstrom": [[-4.558087, -1.254001, 0.481096], [-2.721118, 2.213856, -0.636718], [3.826148, 0.703124, 0.695523], [3.473852, -1.723113, 0.367375], [5.022563, -0.533615, -1.158603], [-3.546238, -0.837691, -0.579713], [-2.553224, 1.185144, 0.477796], [4.070376, -0.602252, -0.004560], [-2.387136, -0.172131, -0.008854], [-0.847643, -0.811321, -0.009828], [-1.263345, -2.794809, 0.658016], [-0.508917, -1.182958, -1.994613], [-4.959597, -0.384381, 0.995619], [-5.382510, -1.784200, 0.009836], [-4.093218, -1.909077, 1.212697], [-3.605939, 2.008898, -1.233486], [-2.826675, 3.205132, -0.203831], [-1.852100, 2.205740, -1.289571], [4.645617, 0.915729, 1.384582], [3.777682, 1.520740, -0.022867], [2.899104, 0.676071, 1.264717], [0.015648, -3.045997, 0.902164], [2.775704, -1.746979, 1.187188], [3.658607, -2.659452, -0.131992], [4.591149, 0.077097, -1.952226], [5.958506, -0.068813, -0.851658], [5.232670, -1.522017, -1.558581], [-3.193908, -1.723149, -1.118770], [-4.025607, -0.175670, -1.308112], [-1.661353, 1.430484, 1.060343], [-3.417822, 1.223225, 1.149490]], "atomic_forces_ev_per_a": [[0.09, 0.05, -0.17], [0.02, -0.15, 0.19], [-0.05, -0.12, 0.07], [-0.04, -0.12, -0.02], [-0.07, -0.17, 0.07], [-0.10, -0.16, 0.03], [0.00, 0.30, -0.08], [-0.03, 0.21, -0.06], [0.37, -0.37, 0.04], [-0.22, 0.32, 0.82], [-0.42, 0.04, -0.03], [0.18, -0.15, -0.87], [-0.09, 0.03, 0.09], [-0.12, -0.04, 0.01], [0.02, -0.06, 0.10], [-0.08, 0.02, -0.09], [-0.02, 0.15, 0.00], [0.08, 0.02, -0.10], [0.05, 0.09, 0.00], [-0.03, 0.08, -0.01], [-0.02, 0.04, 0.05], [0.39, -0.09, 0.04], [-0.16, 0.07, 0.20], [0.09, -0.17, -0.14], [0.04, 0.08, -0.07], [0.11, 0.06, -0.03], [0.05, -0.06, -0.06], [-0.09, 0.17, -0.04], [0.06, -0.10, -0.06], [-0.14, 0.03, 0.08], [0.14, 0.00, 0.04]], "nbo_charge": [-0.619, -0.622, -0.644, -0.424, -0.640, -0.223, -0.205, 0.039, -0.794, 0.926, -0.338, -0.338, 0.201, 0.215, 0.216, 0.204, 0.213, 0.212, 0.217, 0.210, 0.218, 0.149, 0.189, 0.193, 0.216, 0.212, 0.215, 0.213, 0.192, 0.209, 0.189], "charge": 0, "relative_energy_kcal_mol": 0.0, "orbital_gap_ha": 0.355, "total_energy_ha": -1570.72669, "lumo_ev": 0.76, "smiles": "CCN(CC)P(S)Cl.C=C(C)C"}

# 4
{"formula": "C22H17AsCl3HfN4OPS5Se2", "method": "wB97M-V/def2-TZVPD", "elements": ["Hf", "N", "C", "S", "N", "N", "C", "C", "C", "C", "C", "C", "C", "O", "H", "H", "H", "H", "H", "H", "H", "S", "As", "S", "S", "S", "Se", "P", "Se", "C", "C", "C", "C", "C", "C", "C", "C", "C", "C", "C", "C", "H", "H", "H", "H", "H", "H", "H", "H", "H", "H", "Cl", "C", "Cl", "Cl", "C", "N"], "positions_angstrom": [[-0.028700, -0.481500, 0.419900], [1.308100, 2.903900, 3.151600], [0.790100, 2.173900, 2.110400], [1.902200, 1.326400, 1.126000], [-0.503900, 2.207100, 1.965800], [-1.019600, 1.417000, 0.981800], [-2.289400, 1.533300, 0.770200], [-3.041000, 0.796500, -0.199800], [-4.426200, 1.007700, -0.224200], [-5.237400, 0.407300, -1.156000], [-4.665700, -0.415700, -2.118500], [-3.315000, -0.668500, -2.102900], [-2.469600, -0.114300, -1.129600], [-1.185400, -0.434900, -1.128100], [2.292000, 3.107100, 3.074300], [0.718500, 3.648100, 3.491200], [-2.840900, 2.260200, 1.370900], [-4.847800, 1.655600, 0.533400], [-6.304500, 0.575300, -1.135800], [-5.286600, -0.875800, -2.872900], [-2.879900, -1.333400, -2.829800], [1.578400, -3.861200, 0.593700], [-1.862000, -3.233100, 1.137300], [-1.861700, -1.227500, 2.020600], [0.041400, -3.137500, -0.501700], [-3.609100, -3.446400, -0.000400], [2.055100, -0.779200, -1.560400], [0.905800, 0.577300, -2.807700], [-0.011500, 2.319400, -2.004900], [2.144100, 1.064600, -4.090800], [2.484900, 2.384200, -4.337800], [3.452800, 2.689400, -5.281100], [4.084800, 1.679900, -5.985300], [3.736800, 0.358500, -5.746800], [2.772400, 0.052900, -4.806400], [-0.241900, -0.321100, -3.930200], [-0.874100, 0.450000, -4.895000], [-1.742100, -0.137400, -5.793700], [-1.995200, -1.497600, -5.716900], [-1.361800, -2.268100, -4.756000], [-0.476300, -1.684300, -3.863800], [1.995500, 3.167000, -3.774800], [3.724800, 3.720800, -5.461200], [4.853700, 1.918100, -6.711000], [4.234700, -0.433300, -6.290900], [2.520900, -0.978200, -4.594900], [-0.685400, 1.515400, -4.914600], [-2.234800, 0.464100, -6.546700], [-2.696600, -1.955700, -6.401800], [-1.572500, -3.325200, -4.687900], [0.000700, -2.282900, -3.099600], [2.194300, -2.611800, 4.424400], [2.872700, -2.774900, 2.799300], [4.149200, -1.562000, 2.602500], [3.597500, -4.383900, 2.666900], [1.798600, -2.483600, 1.785700], [1.144100, -1.450800, 1.792900]], "atomic_forces_ev_per_a": [[1.87, 0.81, 1.09], [0.07, 0.29, 0.30], [-0.20, -0.19, -0.48], [-0.15, -0.18, -0.38], [-0.19, 0.87, 0.84], [-0.92, 0.06, 0.16], [0.74, 0.54, 0.27], [-0.05, -0.46, -0.55], [0.19, 0.03, 0.03], [-0.17, 0.10, 0.04], [0.08, 0.09, 0.04], [0.22, 0.04, 0.03], [-0.82, 0.36, -0.40], [-1.96, -0.16, -1.38], [-0.14, -0.01, 0.00], [-0.01, -0.03, -0.01], [0.18, 0.00, -0.05], [-0.06, 0.08, 0.02], [-0.10, 0.02, -0.01], [-0.05, -0.11, -0.08], [0.08, -0.09, -0.02], [0.14, -0.28, 0.04], [0.09, -1.68, 0.65], [-0.06, 0.37, -0.02], [-0.65, 0.25, 0.07], [-0.18, 0.11, -0.30], [-0.01, 0.24, -0.14], [0.47, 0.39, -0.63], [0.18, 0.25, -0.30], [-0.12, 0.00, 0.17], [-0.08, 0.02, 0.10], [0.13, 0.08, -0.11], [0.07, 0.06, -0.07], [0.11, -0.11, -0.12], [0.07, -0.06, -0.01], [0.15, 0.07, 0.33], [-0.01, 0.08, -0.01], [-0.11, 0.06, -0.10], [-0.05, -0.13, -0.08], [-0.02, -0.08, -0.11], [0.09, 0.00, 0.04], [-0.09, 0.01, 0.08], [0.00, 0.09, 0.00], [-0.01, 0.00, -0.02], [0.00, -0.07, -0.02], [-0.01, -0.07, -0.03], [-0.05, 0.07, -0.03], [-0.03, 0.05, -0.02], [-0.03, -0.04, -0.05], [-0.01, -0.11, 0.04], [0.08, 0.03, 0.06], [-0.14, -0.02, 0.33], [0.46, 0.26, 0.73], [0.29, 0.11, -0.06], [0.23, -0.28, 0.02], [-0.49, -0.70, -0.71], [0.99, -1.01, 0.86]], "nbo_charge": [1.624, -0.813, 0.269, -0.235, -0.441, -0.400, 0.172, -0.198, -0.151, -0.267, -0.175, -0.263, 0.483, -0.905, 0.384, 0.375, 0.187, 0.193, 0.192, 0.196, 0.223, 0.047, 0.634, -0.669, -0.273, -0.800, -0.415, 0.962, -0.499, -0.251, -0.238, -0.214, -0.232, -0.229, -0.211, -0.274, -0.226, -0.216, -0.225, -0.226, -0.217, 0.245, 0.195, 0.194, 0.198, 0.226, 0.230, 0.197, 0.197, 0.212, 0.253, 0.018, -0.143, 0.022, 0.007, 0.077, -0.807], "charge": -2, "orbital_gap_ha": 0.207, "total_energy_ha": -11942.68537, "lumo_ev": 4.24}